Record 1
Entry from OMol25: 4 unconnected molecules or ions with the total composition C24H65F3N9O6P4 in a non-equilibrium geometry (the ωB97M-V functional and the def2-TZVPD basis).

Each line ends with the Löwdin charge.
Positions of all 111 atoms, in Å:
O: -1.1160 -0.5983 -4.5487  -0.06
C: -2.0452 0.2936 -3.8677  -0.43
C: -1.5647 1.8006 -3.7786  -0.30
O: -1.7300 2.1995 -2.4481  -0.36
P: -1.1165 0.7874 -1.5548  0.53
C: -0.5460 -0.7886 -0.6566  -0.31
C: 0.1758 -1.8517 -1.5334  -0.16
C: 1.4409 -1.3673 -2.2189  -0.23
F: 1.6747 -1.8176 -3.4730  0.06
C: 2.3229 -0.5241 -1.7335  -0.35
F: 2.0692 0.4639 -0.9246  0.12
F: 3.6204 -0.6748 -2.0449  0.10
O: -2.1071 -0.2551 -2.5822  -0.28
H: -0.8068 -0.1144 -5.3296  0.07
H: -2.9926 0.1616 -4.4197  0.13
H: -0.5971 2.0152 -4.2691  0.10
H: -2.2897 2.3608 -4.4048  0.10
H: -2.2312 1.0737 -0.6651  0.01
H: -0.3278 1.6192 -0.6351  -0.04
H: -0.0184 0.8813 -2.4787  0.04
H: -1.4610 -1.2793 -0.2830  0.06
H: 0.0796 -0.5716 0.2219  0.06
H: 0.4919 -2.6611 -0.8457  0.10
H: -0.4873 -2.3459 -2.2524  0.11
O: 1.7148 -4.8073 1.6348  -0.28
P: 2.9733 -5.4502 2.2081  0.74
N: 3.3110 -4.1569 3.2876  -0.36
C: 4.1157 -2.9740 3.0884  -0.13
C: 2.4491 -4.0564 4.4535  -0.13
N: 3.8302 -5.5016 0.7113  -0.31
C: 4.9118 -4.6154 0.3292  -0.13
C: 2.9860 -5.7482 -0.4631  -0.15
N: 4.2739 -6.2997 2.9955  -0.32
C: 5.4405 -5.7784 3.6694  -0.12
C: 4.3652 -7.7254 2.6779  -0.14
H: 4.6717 -2.7450 4.0076  0.08
H: 3.5082 -2.0994 2.8267  0.09
H: 4.8747 -3.0944 2.3212  0.05
H: 2.8419 -4.6689 5.2792  0.07
H: 1.4368 -4.4046 4.2327  0.07
H: 2.3589 -3.0291 4.8080  0.08
H: 4.5847 -3.5710 0.2634  0.08
H: 5.3058 -4.8938 -0.6506  0.08
H: 5.7698 -4.6933 0.9993  0.06
H: 2.5005 -4.8339 -0.8205  0.08
H: 2.2193 -6.4893 -0.2455  0.07
H: 3.5831 -6.1635 -1.2802  0.08
H: 5.9752 -5.0222 3.0934  0.06
H: 6.1593 -6.5745 3.8738  0.08
H: 5.1785 -5.3425 4.6382  0.08
H: 5.0251 -7.9015 1.8202  0.08
H: 3.3806 -8.1265 2.4318  0.07
H: 4.7320 -8.3039 3.5299  0.07
O: -5.7577 1.4902 0.9009  -0.28
P: -6.6303 0.2759 0.6248  0.72
N: -5.9246 -0.7824 1.7731  -0.35
C: -4.8529 -1.7367 1.6042  -0.13
C: -6.2082 -0.4958 3.1677  -0.14
N: -6.1878 0.1036 -1.0343  -0.30
C: -5.3599 -0.9563 -1.5870  -0.12
C: -5.8408 1.3605 -1.7143  -0.14
N: -7.9037 -0.8852 0.3810  -0.32
C: -7.8823 -2.3182 0.5557  -0.12
C: -9.0499 -0.3986 -0.3850  -0.15
H: -5.0688 -2.6441 2.1853  0.08
H: -3.8872 -1.3368 1.9352  0.09
H: -4.7386 -2.0769 0.5786  0.05
H: -7.1378 -0.9929 3.4850  0.07
H: -6.3299 0.5778 3.3379  0.07
H: -5.4048 -0.8306 3.8252  0.08
H: -4.3442 -0.9382 -1.1807  0.07
H: -5.2722 -0.8571 -2.6704  0.08
H: -5.8025 -1.9456 -1.4435  0.06
H: -4.8041 1.6590 -1.5270  0.08
H: -6.5019 2.1672 -1.4006  0.06
H: -5.9801 1.2483 -2.7938  0.08
H: -7.0296 -2.8026 0.0777  0.06
H: -8.7763 -2.7758 0.1267  0.08
H: -7.8747 -2.5897 1.6163  0.08
H: -8.9263 -0.5954 -1.4566  0.08
H: -9.1688 0.6784 -0.2536  0.07
H: -9.9830 -0.8580 -0.0467  0.07
O: 4.3203 5.7472 -2.4784  -0.29
P: 3.7811 5.7640 -1.0549  0.72
N: 2.8316 4.3521 -1.1331  -0.34
C: 1.4267 4.1949 -1.4693  -0.11
C: 3.5532 3.0885 -1.1680  -0.12
N: 2.9906 7.3054 -1.1979  -0.31
C: 1.5583 7.5188 -1.2532  -0.14
C: 3.6318 8.2411 -2.1252  -0.16
N: 3.5141 5.8140 0.6598  -0.32
C: 2.4050 5.2943 1.4297  -0.11
C: 4.3555 6.7574 1.3947  -0.15
H: 0.9739 3.4276 -0.8312  0.06
H: 1.2828 3.8972 -2.5138  0.09
H: 0.8393 5.0926 -1.2933  0.05
H: 3.7564 2.7330 -0.1478  0.08
H: 4.5128 3.1864 -1.6847  0.07
H: 2.9932 2.3180 -1.6876  0.06
H: 1.1059 7.0542 -2.1375  0.08
H: 1.3319 8.5874 -1.2955  0.08
H: 1.0511 7.1689 -0.3532  0.06
H: 3.3413 8.0566 -3.1661  0.08
H: 4.7157 8.1826 -2.0494  0.06
H: 3.3588 9.2690 -1.8650  0.07
H: 1.4291 5.5751 1.0321  0.07
H: 2.4377 5.6647 2.4565  0.08
H: 2.4416 4.2036 1.4929  0.08
H: 3.8710 7.7376 1.4854  0.08
H: 5.3088 6.9004 0.8821  0.07
H: 4.5935 6.3878 2.3955  0.07

Its energy is -96936.1243 eV. The HOMO energy comes out at -0.1534 Ha. Its charge is -1. Its spin multiplicity is 1. The calculation puts the LUMO energy at 0.984 eV.


Record 2
Entry from OMol25: 7 unconnected molecules or ions with the total composition C24H65N3O7 in a non-equilibrium geometry (the ωB97M-V functional and the def2-TZVPD basis).

Each line ends with the Löwdin charge.
Positions of all 99 atoms, in Å:
C: 7.2729 -11.1399 14.7605  -0.06
C: 7.5514 -11.1955 13.2879  -0.45
C: 8.8854 -10.5488 12.8831  -0.20
O: 8.9198 -9.1805 13.2997  -0.18
C: 10.0360 -8.4883 12.7858  -0.12
N: 7.6408 -12.5761 12.9411  0.03
H: 7.9927 -11.6991 15.3528  0.09
H: 6.3211 -11.6227 14.9394  0.08
H: 7.2246 -10.1575 15.2054  0.08
H: 6.7614 -10.7383 12.7022  0.14
H: 9.0927 -10.6721 11.8206  0.12
H: 9.6702 -11.1174 13.3789  0.12
H: 10.9964 -8.8577 13.1875  0.06
H: 9.8962 -7.4513 13.1654  0.10
H: 10.1035 -8.4645 11.7072  0.08
H: 7.3811 -12.9383 12.0504  0.07
H: 7.1673 -13.1877 13.5574  0.05
C: 18.2199 -12.1317 8.8440  -0.05
C: 17.5832 -12.4755 10.1971  -0.43
C: 17.3247 -11.2939 11.0975  -0.23
O: 18.5588 -10.6231 11.2777  -0.19
C: 18.4188 -9.2441 11.6131  -0.08
N: 16.3044 -13.1841 9.9736  0.03
H: 17.3936 -11.6156 8.3411  0.08
H: 18.4962 -12.9805 8.2419  0.07
H: 19.1576 -11.6028 9.0667  0.08
H: 18.2642 -13.1179 10.7501  0.14
H: 16.8978 -11.6712 12.0316  0.11
H: 16.5910 -10.6255 10.5915  0.13
H: 18.0083 -8.6722 10.7745  0.09
H: 19.4017 -8.9356 11.9545  0.09
H: 17.7009 -9.1412 12.4477  0.08
H: 15.6967 -12.5886 9.4247  0.07
H: 16.3979 -14.0834 9.4736  0.10
C: 17.7613 -14.3158 16.4861  -0.04
C: 17.6047 -13.5230 15.1459  -0.41
C: 18.1545 -12.0835 15.2926  -0.20
O: 19.5736 -12.1310 15.2160  -0.20
C: 20.1888 -10.9215 15.7078  -0.09
N: 18.0808 -14.2633 13.9488  0.06
H: 17.3045 -15.3011 16.4832  0.06
H: 17.2709 -13.6489 17.2078  0.07
H: 18.8426 -14.3428 16.7331  0.08
H: 16.5321 -13.3966 14.9826  0.09
H: 17.8150 -11.6252 16.2142  0.11
H: 17.8011 -11.4385 14.4852  0.11
H: 20.0010 -10.0739 15.0524  0.07
H: 21.2629 -11.0779 15.7967  0.08
H: 19.7711 -10.6233 16.6797  0.09
H: 19.1026 -14.3123 14.0128  0.07
H: 17.9259 -13.6522 13.1486  0.04
C: 14.4326 -15.0684 14.4651  -0.06
C: 14.1705 -14.5477 13.0904  -0.48
C: 12.6904 -14.1427 12.8653  -0.04
O: 15.0340 -13.4609 12.7772  -0.09
H: 15.3234 -15.6412 14.5508  0.07
H: 13.6045 -15.7042 14.7411  0.08
H: 14.4465 -14.2874 15.2183  0.07
H: 14.4013 -15.3726 12.4213  0.14
H: 12.3770 -13.3238 13.5128  0.07
H: 11.9793 -14.9439 13.0655  0.08
H: 12.6283 -13.8243 11.8162  0.08
H: 15.1853 -13.4992 11.8059  0.06
C: 13.8541 -11.1190 18.8021  -0.07
C: 13.7895 -11.0636 17.3162  -0.52
C: 12.4964 -10.3459 16.9223  -0.05
O: 14.9457 -10.4573 16.7805  -0.05
H: 12.9648 -11.5999 19.2187  0.09
H: 13.9103 -10.1187 19.1916  0.08
H: 14.6603 -11.7810 19.0913  0.08
H: 13.7592 -12.1036 16.9262  0.13
H: 12.4739 -9.3496 17.3847  0.08
H: 11.6615 -10.8834 17.3590  0.07
H: 12.3565 -10.3246 15.8436  0.06
H: 14.8338 -10.3846 15.8326  0.03
C: 13.9934 -4.0496 14.4226  -0.07
C: 13.1022 -5.2263 14.7291  -0.51
C: 13.4747 -5.7357 16.1068  -0.06
O: 11.7361 -4.7910 14.7535  -0.05
H: 14.9976 -4.4883 14.3417  0.08
H: 14.0010 -3.3023 15.2358  0.09
H: 13.7524 -3.4451 13.5241  0.08
H: 13.2779 -6.0460 14.0351  0.10
H: 12.8768 -6.5781 16.4441  0.07
H: 13.3521 -4.9431 16.8620  0.09
H: 14.5172 -6.0797 16.0862  0.08
H: 11.6531 -4.2624 13.9578  0.07
C: 13.5076 -10.1554 11.6759  -0.03
C: 14.4900 -9.8552 12.8146  -0.48
C: 14.2752 -8.5229 13.4915  -0.06
O: 14.2691 -10.7548 13.8853  -0.07
H: 13.7333 -9.5165 10.8242  0.08
H: 12.4560 -10.0776 11.9569  0.07
H: 13.8135 -11.1491 11.3080  0.07
H: 15.4852 -9.9515 12.3814  0.09
H: 14.9669 -8.4188 14.3224  0.08
H: 13.2333 -8.4631 13.8881  0.08
H: 14.4460 -7.7040 12.7744  0.09
H: 14.4508 -11.6512 13.5833  0.06

Its energy is -44743.0495 eV. The HOMO energy comes out at -0.3333 Ha. The energy relative to the best compared isomer or geometry (same formula, charge and spin) is 0.00 kJ/mol. Its charge is 0. Its spin multiplicity is 1. The calculation puts the LUMO energy at 0.559 eV.